Record 1
18
Properties=species:S:1:pos:R:3 method="wB97M-V/def2-TZVPD" spin_multiplicity=3 relative_energy_kcal_mol=64.1 total_charge=-2 homo_ev="-0.291 / -1.197" orbital_gap_ev="4.57 / 5.01"
W 0.45 -1.39 0.00
O -1.60 4.61 -0.01
C -1.21 3.47 -0.01
C -2.09 2.21 0.00
O -3.30 2.21 0.00
C -1.12 1.12 0.00
C 0.19 1.58 0.00
O 1.10 0.67 0.00
C 0.27 3.03 0.00
O 1.22 3.79 0.00
O -1.29 -0.15 0.00
Se 2.98 -1.08 0.01
Se 4.53 -2.72 0.02
Te 3.29 -5.15 -0.02
Se 1.08 -3.84 -0.02
C -1.14 -2.60 0.01
H -1.27 -3.68 0.01
H -2.09 -2.07 0.01

Record 2
12
Properties=species:S:1:pos:R:3 method="wB97M-V/def2-TZVPD" relative_energy_kcal_mol=76.3 smiles="OC=C=C1CC1" homo_ev=-8.427 orbital_gap_ev=9.25
O -0.83 1.20 2.29
C -1.58 0.44 1.45
C -1.20 0.21 0.21
C -0.22 -0.15 -0.57
C 1.11 -0.78 -0.47
C 0.63 -0.12 -1.77
H 0.06 1.18 1.91
H -2.50 0.09 1.91
H 1.81 -0.21 0.13
H 1.24 -1.85 -0.43
H 0.38 -0.82 -2.56
H 1.09 0.81 -2.11

Record 3
48
Properties=species:S:1:pos:R:3 method="wB97M-V/def2-TZVPD" spin_multiplicity=2 relative_energy_kcal_mol=7.4 total_charge=-2 homo_ev="-0.575 / -0.079" orbital_gap_ev="5.26 / 4.76"
V 0.37 -0.47 0.17
O -0.26 -0.25 4.00
C -0.47 -0.83 2.93
O 0.13 -0.51 1.82
C -1.43 -1.96 2.83
C -1.87 -2.53 4.03
C -2.68 -3.64 4.07
C -3.10 -4.21 2.86
C -2.73 -3.64 1.67
C -1.89 -2.51 1.60
S -1.59 -1.86 0.01
H -1.53 -2.06 4.95
H -2.99 -4.06 5.01
H -3.73 -5.09 2.87
H -3.09 -4.04 0.73
B 4.98 0.15 -0.05
C 3.41 0.09 -0.08
N 2.25 0.03 -0.08
H 5.34 1.29 0.11
H 5.40 -0.30 -1.10
H 5.32 -0.55 0.89
F 1.05 -0.30 -4.16
B -0.03 0.11 -3.39
F -1.22 -0.47 -3.82
F -0.15 1.52 -3.41
F 0.20 -0.28 -2.01
C -1.75 1.93 1.34
N -1.22 1.66 0.01
C -0.43 2.80 -0.44
N -1.25 4.03 -0.48
C -1.79 4.25 0.86
N -2.60 3.13 1.34
C -3.69 2.92 0.38
N -3.20 2.65 -0.97
C -2.33 1.46 -0.92
C -2.37 3.79 -1.39
H -0.93 2.07 2.05
H -2.35 1.07 1.67
H -0.05 2.60 -1.44
H 0.41 2.96 0.25
H -2.42 5.15 0.84
H -0.97 4.42 1.56
H -4.31 3.82 0.36
H -4.29 2.07 0.71
H -1.94 1.26 -1.92
H -2.92 0.60 -0.60
H -3.00 4.69 -1.41
H -1.98 3.59 -2.39

Record 4
70
Properties=species:S:1:pos:R:3 method="wB97M-V/def2-TZVPD" smiles="Cc1cccc([C@@H]2[C@@H]3C(=O)N(Cc4ccccc4)C(=O)[C@@H]3[C@]3(CC(C)C)C(=O)N(c4cccc(Cl)c4)C(=O)N23)c1" homo_ev=-8.963 orbital_gap_ev=9.52
C -4.26 0.34 0.24
C -3.45 -0.92 0.28
C -4.04 -2.13 0.64
C -3.30 -3.29 0.66
C -1.96 -3.27 0.33
C -1.35 -2.08 -0.02
C 0.14 -2.07 -0.30
C 0.95 -1.49 0.90
C 0.03 -1.11 2.05
O -0.43 -1.82 2.90
N -0.21 0.24 1.93
C -1.18 0.95 2.76
C -0.50 1.55 3.95
C -0.34 0.81 5.12
C 0.33 1.35 6.20
C 0.84 2.63 6.13
C 0.70 3.37 4.97
C 0.03 2.83 3.88
C 0.47 0.85 0.90
O 0.25 1.95 0.48
C 1.51 -0.16 0.41
C 1.58 -0.29 -1.11
C 2.94 -0.73 -1.68
C 3.51 -2.08 -1.20
C 4.45 -1.91 0.00
C 4.28 -2.74 -2.34
C 1.21 0.96 -1.93
O 1.85 1.97 -2.03
N 0.10 0.61 -2.65
C -0.60 1.48 -3.51
C -1.12 1.01 -4.71
C -1.81 1.88 -5.54
C -1.97 3.21 -5.19
C -1.43 3.66 -3.99
Cl -1.63 5.32 -3.55
C -0.76 2.81 -3.14
C -0.36 -0.69 -2.34
O -1.32 -1.23 -2.83
N 0.51 -1.21 -1.42
C -2.10 -0.91 -0.04
H -3.63 1.20 0.01
H -4.75 0.51 1.20
H -5.03 0.26 -0.52
H -5.09 -2.15 0.89
H -3.77 -4.23 0.93
H -1.38 -4.19 0.35
H 0.46 -3.09 -0.51
H 1.70 -2.20 1.24
H -1.94 0.22 3.06
H -1.63 1.73 2.14
H -0.73 -0.20 5.16
H 0.44 0.77 7.11
H 1.36 3.05 6.98
H 1.10 4.37 4.91
H -0.08 3.41 2.98
H 2.47 0.13 0.84
H 3.66 0.07 -1.49
H 2.81 -0.79 -2.77
H 2.69 -2.74 -0.92
H 5.29 -1.27 -0.27
H 3.95 -1.47 0.86
H 4.84 -2.88 0.30
H 5.09 -2.10 -2.68
H 4.71 -3.68 -2.01
H 3.62 -2.95 -3.18
H -1.01 -0.03 -4.98
H -2.22 1.52 -6.47
H -2.50 3.89 -5.84
H -0.35 3.17 -2.21
H -1.65 0.03 -0.33

Record 5
86
Properties=species:S:1:pos:R:3 method="wB97M-V/def2-TZVPD" spin_multiplicity=2 relative_energy_kcal_mol=35.6 total_charge=+1 homo_ev="-10.309 / -10.219" orbital_gap_ev="6.03 / 5.10"
Pd -0.62 1.41 0.42
C 2.47 -4.46 -4.45
C 1.12 -4.16 -3.82
C 0.07 -4.10 -4.95
C 0.78 -5.30 -2.85
C 1.09 -2.84 -3.07
C -0.10 -2.43 -2.46
C -0.15 -1.24 -1.79
Br -1.85 -0.77 -0.98
C 0.96 -0.34 -1.65
O 0.89 0.75 -1.01
C 2.17 -0.78 -2.31
C 2.18 -1.99 -2.97
C 3.47 0.01 -2.31
C 4.54 -0.85 -1.60
C 3.88 0.29 -3.77
C 3.39 1.36 -1.60
H 2.41 -5.40 -4.99
H 3.25 -4.55 -3.70
H 2.75 -3.68 -5.16
H 0.11 -5.02 -5.53
H 0.29 -3.26 -5.61
H -0.94 -3.98 -4.56
H 0.81 -6.25 -3.38
H -0.20 -5.19 -2.41
H 1.52 -5.34 -2.05
H -0.98 -3.05 -2.50
H 3.11 -2.28 -3.44
H 4.76 -1.75 -2.16
H 4.20 -1.13 -0.61
H 5.47 -0.29 -1.51
H 4.05 -0.62 -4.33
H 4.80 0.87 -3.79
H 3.10 0.86 -4.27
H 3.10 1.24 -0.56
H 2.69 2.02 -2.09
H 4.37 1.84 -1.61
C -1.13 4.64 -2.16
Sb -1.95 3.14 -0.85
C -3.13 4.37 0.45
C -3.53 2.40 -2.10
H -1.92 5.34 -2.38
H -0.78 4.17 -3.08
H -0.30 5.16 -1.68
H -3.69 5.07 -0.16
H -2.50 4.92 1.15
H -3.82 3.75 1.02
H -4.09 3.25 -2.47
H -4.18 1.75 -1.53
H -3.12 1.84 -2.94
C 0.67 3.48 2.01
Ge 0.80 1.85 3.19
C 1.06 2.38 5.12
C 2.45 0.98 2.49
Ge -1.20 0.38 2.45
C -2.87 1.29 3.05
C -2.81 2.40 3.88
C -3.95 3.08 4.25
C -5.18 2.67 3.76
C -5.26 1.59 2.90
C -4.11 0.90 2.55
C -1.07 -1.46 3.16
C -1.98 -2.43 2.76
C -1.83 -3.74 3.18
C -0.77 -4.09 4.00
C 0.13 -3.13 4.42
C -0.01 -1.82 3.99
H 1.32 4.27 2.37
H -0.35 3.87 1.97
H 1.01 3.22 0.98
H 1.95 3.01 5.16
H 1.23 1.50 5.73
H 0.22 2.93 5.52
H 3.26 1.70 2.51
H 2.27 0.67 1.46
H 2.75 0.11 3.07
H -1.84 2.72 4.27
H -3.89 3.94 4.90
H -6.08 3.21 4.03
H -6.21 1.28 2.50
H -4.16 0.06 1.87
H -2.80 -2.15 2.11
H -2.54 -4.49 2.86
H -0.65 -5.12 4.31
H 0.95 -3.41 5.06
H 0.70 -1.07 4.31

Record 6
22
Properties=species:S:1:pos:R:3 method="wB97M-V/def2-TZVPD" relative_energy_kcal_mol=30.4 total_charge=-1 homo_ev=-4.297 orbital_gap_ev=8.38
C 0.87 0.76 1.45
O 0.63 -0.60 1.95
C 1.77 0.93 0.26
C 0.94 0.78 -1.12
C 0.27 -0.53 -1.31
N 1.29 -1.48 -1.17
H -0.14 1.09 1.07
H 1.20 1.35 2.36
H 1.97 2.00 0.25
H 2.58 0.20 0.31
H 0.24 1.66 -1.23
H 1.76 0.91 -1.87
H -0.23 -0.56 -2.21
H -0.61 -0.56 -0.72
H 1.54 -1.60 -0.19
H 0.84 -2.38 -1.47
H -4.03 0.73 -0.04
H -2.68 -0.08 -0.24
O -3.39 0.39 -0.70
H -0.37 -0.81 1.67
H -2.54 -1.32 1.76
O -1.91 -0.85 1.18

Record 7
100
Properties=species:S:1:pos:R:3 method="wB97M-V/def2-TZVPD" spin_multiplicity=2 relative_energy_kcal_mol=0.0 total_charge=+3 homo_ev="-13.990 / -13.990" orbital_gap_ev="6.00 / 6.20"
Ti -0.51 1.02 -0.94
C 3.26 -4.64 4.41
S 2.92 -4.64 2.64
C 1.10 -4.65 2.62
C 0.53 -3.57 1.71
C 0.85 -2.17 2.21
N 0.49 -1.10 1.26
P 1.49 -0.39 0.09
C 2.36 -1.69 -0.80
C 1.95 -2.03 -2.09
C 2.56 -3.07 -2.77
C 3.58 -3.79 -2.16
C 3.99 -3.46 -0.87
C 3.39 -2.41 -0.19
C 2.77 0.50 1.01
C 2.51 0.96 2.30
C 3.47 1.69 2.98
C 4.69 1.96 2.38
C 4.96 1.50 1.10
C 4.00 0.77 0.41
P -1.00 -0.36 1.09
C -1.92 -0.46 2.61
C -1.57 0.41 3.65
C -2.20 0.30 4.88
C -3.18 -0.67 5.06
C -3.53 -1.53 4.03
C -2.90 -1.44 2.80
C -1.91 -1.18 -0.26
C -1.31 -2.17 -1.05
C -2.01 -2.73 -2.11
C -3.31 -2.32 -2.38
C -3.91 -1.34 -1.60
C -3.21 -0.76 -0.56
H 4.34 -4.64 4.52
H 2.85 -5.53 4.88
H 2.86 -3.74 4.89
H 0.76 -4.51 3.65
H 0.76 -5.63 2.29
H -0.55 -3.70 1.63
H 0.95 -3.69 0.70
H 1.92 -2.08 2.41
H 0.33 -1.97 3.16
H 1.14 -1.48 -2.55
H 2.24 -3.33 -3.77
H 4.05 -4.60 -2.68
H 4.78 -4.02 -0.39
H 3.73 -2.16 0.81
H 1.56 0.74 2.78
H 3.28 2.03 3.99
H 5.45 2.51 2.92
H 5.91 1.70 0.63
H 4.22 0.40 -0.58
H -0.79 1.15 3.50
H -1.93 0.96 5.69
H -3.67 -0.76 6.02
H -4.29 -2.29 4.19
H -3.16 -2.12 2.00
H -0.32 -2.53 -0.81
H -1.55 -3.51 -2.70
H -3.86 -2.79 -3.18
H -4.93 -1.04 -1.80
H -3.69 -0.01 0.06
N -5.69 3.60 -0.83
C -4.83 4.48 -0.30
N -5.27 5.64 0.16
N -3.51 4.25 -0.21
C -2.88 3.20 -0.54
N -2.18 2.31 -0.82
H -6.67 3.81 -0.92
H -5.36 2.75 -1.24
H -6.24 5.91 0.10
H -4.61 6.29 0.54
N -0.57 3.21 1.73
C 0.46 3.47 0.88
C 1.33 4.54 1.14
C 2.37 4.79 0.29
C 2.56 3.97 -0.83
C 1.69 2.94 -1.01
N 0.64 2.67 -0.19
H -0.80 3.89 2.43
H -1.29 2.56 1.47
H 1.16 5.15 2.02
H 3.05 5.61 0.48
H 3.38 4.12 -1.52
H 1.81 2.25 -1.85
C -2.48 0.59 -4.47
N -1.08 0.55 -4.91
C -0.87 0.41 -6.36
C -0.08 0.67 -4.09
C 1.33 0.66 -4.59
O -0.27 0.84 -2.83
H -2.97 1.45 -4.92
H -2.53 0.66 -3.39
H -2.98 -0.32 -4.80
H -1.84 0.41 -6.85
H -0.36 -0.52 -6.59
H -0.29 1.25 -6.74
H 1.48 -0.09 -5.36
H 2.00 0.47 -3.76
H 1.56 1.63 -5.03

Record 8
9
Properties=species:S:1:pos:R:3 method="wB97M-V/def2-TZVPD" relative_energy_kcal_mol=122.8 homo_ev="-8.387 / -8.380" orbital_gap_ev="5.99 / 5.98"
O 0.34 -0.66 -1.83
C 0.61 -0.23 0.17
C -0.02 0.82 0.85
C -0.51 1.74 1.45
C -0.06 -1.34 -0.46
N -0.62 -2.36 -0.19
H -0.48 -0.28 -2.20
H 1.70 -0.26 0.21
H -0.95 2.56 2.00

Record 9
62
Properties=species:S:1:pos:R:3 method="wB97M-V/def2-TZVPD" relative_energy_kcal_mol=80.8 total_charge=+4 homo_ev="-20.013 / -20.343" orbital_gap_ev="3.55 / 5.97"
Pb -0.44 -1.41 -0.32
P -1.60 -0.74 2.18
P 2.06 -0.45 1.05
P -3.11 -1.06 -1.50
H 4.11 -3.55 -1.40
C 3.53 -3.71 -2.32
C 3.38 -2.71 -3.26
H 3.85 -1.73 -3.13
C -1.58 -2.30 3.14
C -0.88 0.47 3.36
C -3.36 -0.27 2.17
C 3.53 -0.61 -0.04
C 2.19 1.30 1.59
C 2.59 -1.37 2.55
C -2.87 -1.36 -3.29
C -4.18 0.42 -1.48
C -4.23 -2.45 -1.07
H 3.11 -4.69 -2.48
H 2.89 -2.91 -4.19
H -2.19 -2.17 4.04
H -0.54 -2.54 3.42
H -1.97 -3.12 2.52
H -1.55 0.57 4.21
H -0.78 1.45 2.85
H 0.12 0.15 3.70
H -3.70 -0.17 3.20
H -3.97 -1.03 1.64
H -3.48 0.70 1.65
H 4.43 -0.72 0.57
H 3.60 0.31 -0.64
H 3.43 -1.47 -0.72
H 3.11 1.44 2.19
H 1.32 1.57 2.20
H 2.21 1.93 0.71
H 3.53 -0.93 2.94
H 2.75 -2.42 2.29
H 1.81 -1.30 3.33
H -3.76 -1.86 -3.70
H -1.98 -1.98 -3.45
H -2.75 -0.38 -3.80
H -5.19 0.18 -1.83
H -3.73 1.18 -2.14
H -4.23 0.83 -0.47
H -4.96 -2.57 -1.87
H -4.73 -2.24 -0.11
H -3.63 -3.38 -0.95
C -0.72 -4.88 -1.82
C -1.23 -6.25 -1.65
C -1.07 -7.16 -2.64
C -0.36 -6.81 -3.84
C 0.13 -5.52 -3.99
C -0.03 -4.56 -2.99
S -0.97 -3.83 -0.59
H 0.69 -1.83 -1.83
H -1.72 -6.49 -0.71
H -1.47 -8.16 -2.52
H -0.23 -7.55 -4.61
H 0.66 -5.25 -4.91
H 0.42 -3.58 -3.10
O -0.44 1.86 -0.37
H -0.98 2.53 0.11
H -0.11 2.36 -1.19

Computed largest force on an atom (eV Å⁻¹) in order:
0.511; 0.485; 5.718; 0.608; 1.995; 3.632; 0.554; 0.818; 3.132